1.
Below is C30H50DyP2S as an isolated structure, with properties calculated with ωB97M-V/def2-TZVPD.

**HOMO (spin up / spin down)**: -9.30 / -9.31 eV
**Spin multiplicity**: 6
**Gap between HOMO and LUMO (spin up / spin down)**: 6.31 / 6.56 eV
**Net charge**: +1

Each line ends with the Löwdin spin population.
Positions of all 84 atoms, in Å:
Dy: 0.0475 0.1768 0.0938  5.095
C: 2.1202 0.1415 1.3511  -0.010
C: 1.4191 1.3702 1.6894  -0.014
C: 0.1279 -0.4259 2.4813  -0.013
C: 1.3510 -0.9525 1.8917  -0.012
C: 0.1755 1.0141 2.4011  -0.014
C: 3.5018 0.0791 0.8194  0.001
H: 3.7195 0.8763 0.0982  0.000
H: 3.7388 -0.8690 0.3250  0.000
H: 4.2117 0.1982 1.6517  0.000
C: 1.8476 -2.3278 2.1055  0.000
H: 2.7772 -2.5129 1.5587  0.000
H: 1.1168 -3.0768 1.7708  0.000
H: 2.0146 -2.5115 3.1810  0.000
C: -0.8515 -1.1887 3.2866  0.000
H: -0.6082 -1.1044 4.3588  0.000
H: -0.8621 -2.2508 3.0194  0.000
H: -1.8794 -0.8223 3.1654  0.000
C: -0.6178 1.8799 3.2903  0.000
H: -0.0872 1.9558 4.2549  0.000
H: -1.6028 1.4497 3.5069  0.000
H: -0.7800 2.8956 2.9112  0.000
C: 2.1600 2.6335 1.8209  0.000
H: 2.8833 2.4870 2.6486  0.000
H: 1.5133 3.4901 2.0358  0.000
H: 2.7379 2.8734 0.9184  0.000
C: 0.0247 2.7081 -2.4125  -0.002
C: 1.2035 3.0246 -1.8046  -0.002
C: 1.7033 4.4398 -1.7739  0.000
C: 0.9378 5.4010 -0.8029  0.000
C: -0.2482 4.8347 -0.0623  0.000
C: -1.4035 4.5620 -0.7060  0.000
C: -1.5379 4.7735 -2.1960  0.000
C: -0.7919 3.7562 -3.1213  0.000
H: 1.6905 4.8939 -2.7818  0.000
H: 0.5880 6.2503 -1.4141  0.000
H: 2.7667 4.4286 -1.4777  0.000
H: -0.1774 4.3330 -3.8379  0.000
H: -0.4319 1.7171 -2.3636  -0.001
H: 1.8059 2.3003 -1.2532  0.000
H: -1.5521 3.2402 -3.7348  0.000
H: -2.6111 4.7561 -2.4493  0.000
H: -2.2917 4.2018 -0.1880  0.000
H: -1.1693 5.7812 -2.4565  0.000
H: 1.6549 5.8106 -0.0733  0.000
H: -0.1263 4.6748 1.0069  0.000
P: 1.1621 -1.3819 -1.8252  -0.005
C: 2.0100 -2.8884 -1.2201  0.001
H: 2.2526 -3.4212 -2.1513  0.000
H: 1.3284 -3.4902 -0.6001  0.000
H: 2.8934 -2.6096 -0.6245  0.000
C: -0.0131 -1.9785 -3.0998  0.000
H: 0.6127 -2.6454 -3.7197  0.000
H: -0.3938 -1.1056 -3.6630  0.000
H: -0.8440 -2.5173 -2.6095  0.000
C: 2.5304 -0.6131 -2.7771  0.002
H: 2.1219 0.2138 -3.3821  0.000
H: 2.9055 -1.4634 -3.3794  0.000
H: 3.2919 -0.2392 -2.0662  0.000
P: -2.6459 0.2451 -0.0325  -0.008
C: -3.3965 1.2085 1.3513  0.002
H: -4.3635 1.5102 0.9166  0.000
H: -2.7722 2.0581 1.6644  0.000
H: -3.5260 0.4841 2.1848  0.000
C: -3.3699 0.5420 -1.7056  0.001
H: -3.3890 1.6241 -1.9133  0.000
H: -4.3655 0.0652 -1.6320  0.000
H: -2.7503 0.0076 -2.4523  0.000
C: -3.5884 -1.2976 0.3461  -0.001
H: -4.6258 -0.9218 0.3929  0.000
H: -3.2360 -1.7022 1.3115  0.000
H: -3.4158 -2.0266 -0.4635  0.000
S: -0.9687 -2.7701 0.2269  -0.011
C: -0.6662 -4.4456 0.5255  -0.002
C: -0.4346 -5.2972 -0.5915  -0.001
C: -0.1333 -6.6303 -0.3899  0.000
C: -0.0786 -7.1594 0.9030  -0.001
C: -0.3209 -6.3346 2.0050  0.000
C: -0.6176 -4.9927 1.8393  -0.001
H: -0.4822 -4.8493 -1.5909  0.000
H: 0.0472 -7.2585 -1.2601  0.000
H: 0.1432 -8.2158 1.0468  0.000
H: -0.2901 -6.7419 3.0140  0.000
H: -0.8205 -4.3280 2.6883  0.000

***

2.
Below is C27H69CrN2O9 as an isolated structure, with properties calculated with ωB97M-V/def2-TZVPD.

**HOMO (spin up / spin down)**: -10.21 / -10.21 eV
**Spin multiplicity**: 5
**Gap between HOMO and LUMO (spin up / spin down)**: 7.77 / 7.36 eV
**Net charge**: +1

Each line ends with the Löwdin spin population.
Positions of all 108 atoms, in Å:
Cr: 2.7573 2.0378 -0.8096  3.813
C: 0.7328 -0.1832 1.9561  0.001
C: 0.6982 -0.4880 0.4473  0.009
C: -0.6675 -0.0806 -0.1308  0.001
O: 1.7467 0.1567 -0.2255  0.074
H: 0.4615 0.8506 2.1697  0.000
H: 1.7519 -0.2583 2.3354  0.000
H: 0.0742 -0.8127 2.5545  0.000
H: 0.7358 -1.5720 0.3398  0.002
H: -1.4807 -0.3616 0.5383  0.000
H: -0.8030 -0.4202 -1.1577  0.000
H: -0.6744 1.0091 -0.1565  0.000
C: -1.2844 -3.7895 2.0892  0.000
O: -2.2598 -2.8390 1.7215  0.000
C: -3.4620 -3.4559 1.3225  0.000
C: -4.5430 -2.3962 1.3393  0.000
N: -4.9894 -2.1586 2.7126  0.000
C: -5.9691 -1.1405 2.8942  0.000
C: -6.0581 -0.7846 4.4129  0.000
O: -4.9655 0.0778 4.7870  0.000
C: -5.1027 0.7537 6.0057  0.000
H: -0.7739 -4.2822 1.2617  0.000
H: -1.8232 -4.4755 2.7428  0.000
H: -0.5483 -3.2878 2.7174  0.000
H: -3.7424 -4.2603 2.0025  0.000
H: -3.3545 -3.7555 0.2800  0.000
H: -5.4120 -2.8157 0.8323  0.000
H: -4.2161 -1.4773 0.8527  0.000
H: -4.2533 -1.8462 3.3296  0.000
H: -6.9437 -1.5446 2.6203  0.000
H: -5.7725 -0.3182 2.2063  0.000
H: -5.9977 -1.7159 4.9761  0.000
H: -7.0344 -0.3213 4.5556  0.000
H: -4.2455 1.4222 6.0859  0.000
H: -5.0506 0.1824 6.9325  0.000
H: -6.0483 1.2958 6.0048  0.000
C: 0.2059 2.4959 -2.8318  0.003
O: 0.9856 2.9500 -1.7113  0.029
C: 0.4568 4.0071 -0.9350  0.003
C: 1.3999 4.4753 0.1710  0.009
N: 1.9202 3.2728 0.9086  -0.010
C: 3.0963 3.6618 1.7336  0.006
C: 3.9179 2.4004 2.0352  0.001
O: 4.2150 1.7254 0.8467  0.025
C: 4.9835 0.4702 1.0524  0.003
H: 0.6778 1.6483 -3.3287  0.000
H: -0.0090 3.2850 -3.5524  0.000
H: -0.8102 2.2614 -2.5145  0.000
H: -0.5023 3.6682 -0.5434  0.000
H: 0.1532 4.8427 -1.5657  0.000
H: 0.8644 5.0658 0.9144  0.001
H: 2.1768 5.1675 -0.1535  0.002
H: 1.1969 3.1044 1.5931  0.000
H: 2.8634 3.9964 2.7445  0.000
H: 3.7261 4.4103 1.2527  0.001
H: 3.2945 1.7561 2.6552  0.000
H: 4.8292 2.7521 2.5189  0.000
H: 5.8860 0.8346 1.5431  0.000
H: 5.1845 0.0468 0.0683  0.000
H: 4.5443 -0.3188 1.6629  0.000
C: 5.0065 -0.6321 -3.7568  0.000
C: 4.0301 0.5858 -3.7148  0.002
C: 2.8822 0.4819 -4.7495  0.001
O: 3.4618 0.5083 -2.4404  0.018
H: 5.8613 -0.5564 -3.0848  0.000
H: 5.4400 -0.6400 -4.7569  0.000
H: 4.4799 -1.5598 -3.5325  0.000
H: 4.5832 1.5211 -3.8007  0.001
H: 2.1661 -0.3080 -4.5229  0.000
H: 3.2179 0.3020 -5.7708  0.000
H: 2.3141 1.4120 -4.7403  0.000
H: 3.2506 -0.4028 -2.2236  0.000
C: -1.8193 1.4982 3.3557  0.000
C: -1.3383 3.0000 3.3530  0.000
C: -1.5491 3.7617 4.6156  0.000
O: 0.0313 2.9913 3.1296  0.000
H: -2.8687 1.4222 3.6405  0.000
H: -1.1126 0.9518 3.9802  0.000
H: -1.5978 1.1421 2.3496  0.000
H: -1.7675 3.5496 2.5152  0.000
H: -2.6217 3.8637 4.7802  0.000
H: -1.0994 4.7509 4.5296  0.000
H: -1.1849 3.1857 5.4663  0.000
H: 0.4936 2.6754 3.9094  0.000
C: -1.5707 -0.6286 -4.2769  0.000
C: -1.7309 -1.4634 -5.5641  0.000
C: -1.3600 -2.9375 -5.3273  0.000
O: -3.0798 -1.4151 -5.9842  0.000
H: -1.7544 0.4456 -4.2978  0.000
H: -0.5673 -0.5405 -3.8603  0.000
H: -2.1434 -1.1022 -3.4796  0.000
H: -1.1447 -1.0181 -6.3680  0.000
H: -0.2863 -2.9110 -5.1416  0.000
H: -1.4489 -3.5809 -6.2027  0.000
H: -1.9067 -3.3804 -4.4948  0.000
H: -3.2882 -0.4928 -6.1498  0.000
C: 1.6369 -2.9371 -2.5073  0.000
C: 2.7822 -3.2148 -1.6392  0.000
C: 3.8203 -4.1096 -2.2934  0.000
O: 3.4286 -2.0836 -1.1364  0.000
H: 1.2676 -3.8810 -2.9082  0.000
H: 1.9999 -2.3970 -3.3817  0.000
H: 0.8269 -2.4309 -1.9820  0.000
H: 2.4292 -3.6618 -0.7099  0.000
H: 3.4865 -5.1458 -2.3467  0.000
H: 4.7324 -4.1663 -1.6993  0.000
H: 4.1035 -3.7484 -3.2820  0.000
H: 2.7691 -1.6271 -0.6088  0.000

***

3.
Below is a 8-piece molecular cluster, H16O8 overall, with properties calculated with ωB97M-V/def2-TZVPD.

**HOMO**: -10.47 eV
**Spin multiplicity**: 1
**Gap between HOMO and LUMO**: 9.97 eV

Each line ends with the natural charge from an NBO analysis.
Positions of all 24 atoms, in Å:
O: 6.0770 -19.0280 10.2300  -0.940
H: 6.6080 -18.3880 10.7120  0.466
H: 6.2980 -19.7930 10.7470  0.472
O: 2.5890 -22.2830 12.4290  -0.969
H: 3.0490 -21.5870 12.0020  0.480
H: 1.7950 -21.9960 12.8620  0.490
O: 3.0650 -23.1180 6.9430  -0.951
H: 2.9770 -22.1900 6.8660  0.463
H: 3.0920 -23.3770 7.8420  0.481
O: 4.9260 -21.0130 13.3600  -0.974
H: 4.4100 -20.2550 13.0050  0.484
H: 4.3160 -21.5940 13.8280  0.504
O: 7.3240 -19.9130 12.6320  -0.971
H: 7.4290 -19.3990 13.4450  0.474
H: 6.5460 -20.4650 12.7400  0.486
O: 7.2680 -21.3890 7.8510  -0.931
H: 6.6540 -21.5910 8.5330  0.475
H: 6.8440 -21.9630 7.1760  0.455
O: 5.3210 -22.1860 10.2360  -0.971
H: 5.2000 -22.2650 11.2270  0.470
H: 4.4150 -22.4950 9.9580  0.481
O: 2.7200 -23.3940 9.6660  -0.947
H: 2.5880 -23.5360 10.5730  0.498
H: 2.2820 -22.5410 9.5530  0.475

***

| no. | E_tot (eV) |
| --- | --- |
| 1 | -85410.600 |
| 2 | -78938.511 |
| 3 | -16639.348 |